1.
{
  "formula": "C27H33BrFMgN10OS",
  "method": "ωB97M-V/def2-TZVPD",
  "elements": ["Mg", "N", "C", "C", "N", "C", "C", "N", "C", "C", "N", "H", "H", "H", "H", "H", "H", "F", "C", "C", "C", "C", "C", "C", "H", "H", "H", "H", "C", "N", "C", "C", "S", "N", "C", "C", "H", "H", "H", "H", "H", "H", "H", "H", "H", "H", "H", "H", "C", "N", "C", "C", "C", "N", "C", "O", "N", "H", "H", "H", "H", "H", "H", "H", "Br", "C", "C", "C", "C", "N", "C", "H", "H", "H", "H"],
  "xyz": [[0.483, 1.152, 1.000], [-2.451, 4.114, 2.022], [-2.272, 3.857, 3.357], [-1.303, 2.902, 3.420], [-0.887, 2.575, 2.156], [-1.603, 3.316, 1.336], [-1.481, 3.139, -0.095], [-0.884, 2.067, -0.571], [-0.875, 2.208, -1.934], [-1.486, 3.377, -2.276], [-1.869, 3.960, -1.095], [-3.146, 4.730, 1.635], [-2.832, 4.364, 4.121], [-0.904, 2.440, 4.304], [-0.476, 1.438, -2.573], [-1.689, 3.831, -3.229], [-2.298, 4.865, -1.002], [-1.720, -4.594, 2.495], [-1.231, -3.365, 2.201], [0.057, -3.047, 2.576], [0.542, -1.776, 2.262], [-0.209, -0.817, 1.563], [-1.509, -1.217, 1.215], [-2.035, -2.465, 1.532], [0.657, -3.776, 3.108], [1.561, -1.548, 2.570], [-2.146, -0.528, 0.664], [-3.048, -2.746, 1.271], [-0.448, -4.217, -1.779], [-1.754, -3.635, -2.020], [-2.846, -4.335, -1.349], [-1.862, -2.338, -2.412], [-0.535, -1.312, -2.437], [-3.105, -1.928, -2.787], [-3.363, -0.511, -2.960], [-3.966, -2.779, -3.603], [-0.540, -5.301, -1.837], [-0.071, -3.944, -0.787], [0.254, -3.872, -2.534], [-2.508, -4.654, -0.361], [-3.159, -5.220, -1.907], [-3.698, -3.676, -1.219], [-2.913, 0.049, -2.144], [-4.444, -0.363, -2.954], [-2.956, -0.135, -3.904], [-3.562, -3.783, -3.670], [-4.024, -2.367, -4.614], [-4.974, -2.823, -3.189], [3.694, 3.582, -1.986], [3.338, 2.193, -1.714], [3.925, 1.146, -2.351], [3.610, -0.135, -2.069], [2.613, -0.357, -1.069], [2.011, 0.678, -0.491], [2.370, 1.953, -0.751], [1.851, 2.879, -0.121], [2.284, -1.574, -0.659], [4.512, 3.608, -2.701], [3.996, 4.071, -1.063], [2.835, 4.112, -2.393], [4.667, 1.406, -3.093], [4.095, -0.954, -2.577], [2.574, -2.379, -1.187], [1.469, -1.656, -0.056], [6.189, 0.814, 2.806], [4.364, 0.902, 3.281], [3.959, 0.723, 4.591], [2.603, 0.789, 4.861], [1.723, 1.031, 3.820], [2.118, 1.220, 2.560], [3.423, 1.146, 2.298], [4.680, 0.528, 5.372], [2.230, 0.639, 5.864], [0.657, 1.030, 3.986], [3.739, 1.290, 1.275]],
  "mulliken_charge": [1.987, -0.040, -0.804, -0.421, 0.067, -0.330, 0.126, 0.766, -0.514, -1.137, -0.050, 0.182, 0.414, 0.442, 0.572, 0.489, 0.180, -0.403, 0.235, -0.854, 0.047, -0.315, -0.093, -0.670, 0.472, 0.133, 0.126, 0.577, -0.964, 0.122, -1.301, 0.178, -0.258, 0.140, -0.801, -1.156, 0.390, 0.154, 0.405, 0.460, 0.346, 0.390, 0.049, 0.393, 0.334, 0.377, 0.400, 0.323, -0.986, 0.218, -0.158, -1.244, 0.282, 0.870, -0.020, -0.687, 0.073, 0.352, 0.310, 0.296, 0.399, 0.459, 0.271, -0.230, -0.172, -0.512, -0.138, -1.059, -0.339, 0.025, 0.079, 0.464, 0.455, 0.517, 0.311],
  "total_charge": 1,
  "max_force_ev_per_a": 0.3,
  "total_energy_ha": -4943.61485,
  "e_homo_ev": -9.90,
  "e_lumo_ev": -2.00
}

2.
{
  "formula": "C27H33ClF6N4O20P",
  "method": "ωB97M-V/def2-TZVPD",
  "elements": ["C", "C", "C", "Cl", "C", "C", "C", "C", "O", "N", "O", "N", "N", "C", "P", "N", "C", "H", "H", "H", "H", "H", "H", "H", "H", "H", "H", "H", "H", "H", "H", "H", "C", "C", "O", "C", "O", "O", "F", "H", "H", "H", "C", "C", "O", "C", "O", "O", "F", "H", "H", "H", "C", "C", "O", "C", "O", "O", "F", "H", "H", "H", "C", "C", "O", "C", "O", "O", "F", "H", "H", "H", "C", "C", "O", "C", "O", "O", "F", "H", "H", "H", "C", "C", "O", "C", "O", "O", "F", "H", "H", "H"],
  "xyz": [[3.907, 1.795, 0.718], [2.866, 0.804, -0.091], [1.328, 1.119, 0.486], [1.068, 2.941, 0.708], [0.177, 0.377, -0.423], [-1.151, 1.139, -1.070], [-2.260, 0.251, -1.939], [-3.539, 1.130, -2.534], [-3.432, 2.582, -2.252], [-2.639, 3.058, -3.251], [-3.349, 3.572, -4.130], [-2.107, -1.255, -2.213], [-3.017, -2.012, -2.929], [-0.862, -1.982, -1.667], [-0.518, -3.871, -2.000], [0.861, -3.877, -2.908], [0.304, -1.233, -0.751], [5.016, 1.405, 0.527], [3.885, 2.909, 0.324], [3.726, 1.782, 1.897], [2.943, 0.922, -1.256], [3.158, -0.319, 0.186], [1.307, 0.632, 1.572], [-1.235, 2.292, -0.874], [-3.505, 0.989, -3.719], [-4.552, 0.651, -2.174], [-3.207, -2.906, -2.382], [-3.956, -1.570, -3.012], [-1.582, -4.435, -2.826], [-0.380, -4.630, -0.775], [0.643, -4.306, -3.851], [1.219, -1.844, -0.347], [-3.188, 2.015, 3.083], [-2.032, 2.485, 3.898], [-1.439, 1.289, 4.351], [-1.720, 0.367, 3.387], [-1.152, -0.707, 3.282], [-2.710, 0.797, 2.547], [-2.453, 3.186, 4.974], [-4.080, 1.820, 3.688], [-3.450, 2.718, 2.288], [-1.296, 3.071, 3.336], [0.366, 2.607, -5.056], [1.432, 2.985, -6.026], [2.556, 2.262, -5.578], [2.046, 1.147, -4.983], [2.701, 0.152, -4.719], [0.709, 1.276, -4.726], [1.714, 4.305, -5.942], [0.381, 3.221, -4.149], [-0.634, 2.656, -5.496], [1.210, 2.716, -7.064], [4.566, 6.207, -0.440], [5.632, 6.585, -1.410], [6.756, 5.862, -0.963], [6.246, 4.747, -0.368], [6.901, 3.752, -0.103], [4.909, 4.876, -0.110], [5.914, 7.905, -1.327], [4.581, 6.821, 0.467], [3.566, 6.256, -0.881], [5.410, 6.316, -2.449], [-0.645, -8.779, -2.034], [-1.151, -7.380, -2.117], [-2.358, -7.508, -2.835], [-2.814, -8.758, -2.541], [-3.954, -9.137, -2.748], [-1.838, -9.535, -1.978], [-0.309, -6.604, -2.835], [-0.069, -9.075, -2.918], [-0.032, -8.948, -1.144], [-1.349, -6.916, -1.145], [5.485, -0.495, 5.522], [4.116, 0.026, 5.252], [4.107, 0.224, 3.856], [4.979, -0.700, 3.362], [5.038, -1.026, 2.188], [5.774, -1.223, 4.345], [3.928, 1.223, 5.852], [6.226, 0.302, 5.645], [5.518, -1.144, 6.402], [3.310, -0.661, 5.531], [-7.763, -1.265, 4.573], [-6.555, -1.633, 3.782], [-5.788, -0.450, 3.781], [-6.111, 0.182, 4.945], [-5.460, 1.091, 5.433], [-7.248, -0.333, 5.503], [-6.886, -1.926, 2.504], [-8.536, -0.783, 3.966], [-8.204, -2.126, 5.084], [-5.968, -2.451, 4.212]],
  "mulliken_charge": [-0.812, -0.138, 0.106, -0.182, 0.462, -0.585, 0.449, -0.679, -0.214, 0.219, -0.308, 0.785, -0.948, -0.020, 0.330, -0.651, -0.489, 0.356, 0.297, 0.108, 0.124, 0.252, 0.268, 0.260, 0.401, 0.386, 0.285, 0.291, 0.087, 0.109, 0.220, 0.278, -0.003, 0.382, -0.316, 0.687, -0.597, -0.179, -0.292, -0.106, 0.287, 0.194, -0.328, 0.313, -0.288, 0.597, -0.539, -0.236, -0.289, 0.221, 0.256, 0.281, -0.446, 0.279, -0.299, 0.587, -0.518, -0.239, -0.288, 0.271, 0.303, 0.291, -0.441, 0.400, -0.293, 0.583, -0.519, -0.279, -0.261, 0.283, 0.284, 0.242, -0.459, 0.307, -0.209, 0.578, -0.503, -0.314, -0.280, 0.288, 0.280, 0.287, -0.478, 0.313, -0.195, 0.630, -0.525, -0.322, -0.281, 0.285, 0.275, 0.290],
  "total_charge": 1,
  "max_force_ev_per_a": 6.8,
  "total_energy_ha": -4172.47641,
  "e_homo_ev": -11.42,
  "e_lumo_ev": -4.66
}

3.
{
  "formula": "C27H33ClN2O5Y",
  "method": "ωB97M-V/def2-TZVPD",
  "elements": ["Y", "Cl", "N", "N", "C", "C", "C", "C", "C", "C", "H", "H", "H", "H", "H", "H", "C", "C", "C", "C", "H", "H", "H", "H", "H", "H", "O", "H", "H", "O", "H", "H", "C", "C", "C", "H", "H", "C", "C", "H", "C", "C", "C", "C", "H", "C", "H", "H", "H", "H", "H", "H", "H", "H", "O", "C", "C", "C", "C", "C", "C", "C", "O", "O", "H", "H", "H", "H", "H"],
  "xyz": [[0.500, -0.767, -0.202], [-0.363, 1.543, 0.206], [-1.134, -0.917, 1.807], [1.362, 0.373, -2.020], [-1.988, -1.918, 1.903], [0.905, -0.111, -3.174], [-1.397, -0.047, 3.001], [-2.059, -1.029, 3.956], [-2.415, 1.034, 2.687], [-0.092, 0.540, 3.488], [-3.356, 0.585, 2.340], [-2.028, 1.694, 1.909], [-2.613, 1.615, 3.597], [0.630, -0.253, 3.697], [-0.267, 1.123, 4.401], [0.328, 1.205, 2.728], [2.188, 1.582, -2.317], [2.439, 1.410, -3.810], [3.432, 1.565, -1.449], [1.395, 2.843, -2.049], [0.470, 2.848, -2.640], [2.010, 3.714, -2.307], [1.125, 2.894, -0.987], [3.993, 0.630, -1.576], [3.177, 1.750, -0.389], [4.087, 2.393, -1.754], [1.396, 0.459, -4.252], [3.414, 0.944, -4.007], [2.339, 2.315, -4.420], [-2.598, -2.062, 3.071], [-2.908, -0.659, 4.541], [-1.339, -1.512, 4.628], [-2.364, -2.855, 0.804], [-0.035, -1.280, -3.300], [-1.321, -1.278, -2.471], [0.558, -2.181, -3.026], [-0.270, -1.371, -4.367], [-1.332, -1.712, -1.153], [-2.473, -2.096, -0.487], [3.094, 0.068, 0.352], [-3.709, -1.700, -1.027], [-3.723, -1.100, -2.287], [-4.984, -1.881, -0.263], [-2.566, -0.923, -3.038], [-4.676, -0.786, -2.711], [-2.646, -0.400, -4.437], [-3.694, -0.266, -4.710], [-2.189, -1.105, -5.145], [-2.143, 0.571, -4.543], [-5.064, -2.895, 0.148], [-5.831, -1.702, -0.928], [-5.062, -1.173, 0.576], [-3.300, -3.348, 1.072], [-1.546, -3.592, 0.747], [3.846, -0.437, 4.821], [4.930, -0.793, 4.111], [6.117, -1.078, 4.791], [7.296, -1.280, 4.076], [7.279, -1.299, 2.668], [6.086, -1.099, 1.978], [4.908, -0.811, 2.681], [3.684, -0.376, 2.048], [3.586, -0.694, 0.730], [2.799, 0.316, 2.580], [3.229, -0.020, 4.151], [6.084, -1.118, 5.879], [8.221, -1.451, 4.620], [8.197, -1.458, 2.116], [6.019, -1.119, 0.893]],
  "mulliken_charge": [0.196, -0.593, 0.412, 0.379, 0.457, 0.723, 1.507, -0.721, -1.503, -1.957, 0.336, 0.195, 0.439, 0.477, 0.435, 0.228, 1.910, -0.814, -2.530, -1.752, 0.406, 0.444, 0.314, 0.573, 0.462, 0.510, -0.354, 0.352, 0.295, -0.398, 0.272, 0.361, -1.296, -1.925, 0.826, 0.053, 0.416, 0.292, 0.312, -0.122, 1.228, -1.304, -1.746, 1.216, 0.196, -1.800, 0.410, 0.340, 0.243, 0.350, 0.425, 0.213, 0.331, 0.263, -0.696, 0.180, -0.558, -0.527, -0.504, -0.641, 0.414, 0.867, -0.436, -0.838, 0.380, 0.374, 0.323, 0.366, 0.307],
  "total_charge": -1,
  "max_force_ev_per_a": 3.9,
  "total_energy_ha": -2032.93693,
  "e_homo_ev": [-1.15, -1.30],
  "e_lumo_ev": [2.34, 2.40]
}